This record from the OMol25 dataset describes a single C4H8N2O molecule in a non-equilibrium geometry. The level of theory is ωB97M-V/def2-TZVPD.

Summary:
Structure (SMILES): C[C@@H](O)[C@H](N)C#N
Energy in eV: -9304.274
HOMO-LUMO gap in eV: 11.02
Charge: 0
Largest force on an atom in Eh/bohr: 0.0409
Energy above the lowest of the compared OMol25 structures with the same formula, charge and spin in eV: 2.119

Each line ends with the natural charge from an NBO analysis.
Atoms and positions in Å:
C 1.42 -0.24 0.72  -0.651
C 0.63 -0.44 -0.57  0.105
O 0.11 -1.76 -0.68  -0.732
C -1.62 -0.44 -0.07  0.296
N -2.10 -1.18 0.68  -0.385
C -0.63 0.49 -0.70  -0.161
N -0.57 1.77 -0.04  -0.803
H 0.77 -0.40 1.59  0.206
H 1.86 0.75 0.78  0.224
H 2.22 -0.99 0.76  0.233
H 1.29 -0.27 -1.43  0.197
H -0.56 -1.93 0.06  0.491
H -0.84 0.64 -1.76  0.238
H -1.38 2.34 -0.29  0.373
H -0.59 1.67 0.97  0.369

This record from the OMol25 dataset describes a molecular structure, C18H50N4O8V2 in a non-equilibrium geometry. The level of theory is ωB97M-V/def2-TZVPD.

Summary:
Energy in eV: -93178.242
HOMO-LUMO gap (alpha / beta) in eV: 6.41 / 6.87
Charge: +2
Largest force on an atom in Eh/bohr: 0.1013
Energy above the lowest of the compared OMol25 structures with the same formula, charge and spin in eV: 0.000
<S²>: 2.067
Multiplicity: 3

Each line ends with the Löwdin spin population.
Atoms and positions in Å:
O -11.88 -6.14 -28.26  -0.248
V -12.20 -7.20 -29.42  1.226
O -8.16 -9.02 -29.64  -0.167
V -8.20 -7.55 -30.16  1.148
O -10.28 -7.39 -30.12  0.034
H -10.48 -7.47 -31.06  0.004
C -8.88 -4.81 -28.29  0.000
C -8.18 -5.97 -27.61  0.005
O -7.32 -6.67 -28.47  -0.027
H -9.45 -4.30 -27.51  0.000
H -9.56 -5.08 -29.10  0.000
H -8.14 -4.12 -28.71  0.000
H -8.94 -6.66 -27.17  0.000
H -7.62 -5.72 -26.70  0.000
C -13.66 -3.98 -29.59  0.000
C -12.88 -4.37 -30.85  0.000
C -11.54 -3.70 -31.04  0.000
O -11.69 -2.32 -30.93  0.000
C -10.45 -1.67 -31.15  0.000
N -12.85 -5.83 -31.06  0.002
H -13.91 -2.91 -29.66  0.000
H -13.19 -3.99 -28.61  0.000
H -14.64 -4.47 -29.55  0.000
H -13.59 -3.85 -31.51  -0.001
H -11.18 -3.92 -32.06  0.000
H -10.75 -4.11 -30.38  0.000
H -9.56 -2.10 -30.69  0.000
H -10.50 -0.63 -30.83  0.000
H -10.26 -1.66 -32.23  0.000
H -13.79 -6.23 -31.06  0.002
H -12.51 -5.97 -32.01  0.001
C -11.08 -8.29 -25.75  0.000
C -10.68 -9.00 -27.04  0.001
C -10.46 -10.49 -26.78  0.000
O -9.94 -11.05 -27.97  0.000
C -10.04 -12.48 -27.92  0.000
N -11.83 -8.89 -28.00  -0.007
H -10.25 -8.36 -25.03  0.000
H -11.98 -8.68 -25.28  0.000
H -11.01 -7.21 -25.88  0.000
H -9.84 -8.52 -27.54  0.000
H -11.47 -10.81 -26.46  0.000
H -9.78 -10.75 -25.96  0.000
H -11.02 -12.81 -27.57  0.000
H -9.36 -12.84 -27.14  0.000
H -9.78 -12.83 -28.91  0.000
H -12.67 -8.94 -27.41  0.002
H -11.94 -9.78 -28.48  0.000
C -8.83 -5.32 -33.98  0.000
C -8.87 -6.29 -32.80  0.001
C -8.62 -7.71 -33.29  0.001
O -8.39 -8.57 -32.16  0.017
C -8.22 -9.97 -32.49  0.000
N -7.94 -5.92 -31.71  0.003
H -9.32 -4.38 -33.70  0.000
H -9.23 -5.72 -34.91  0.000
H -7.80 -4.98 -34.11  0.000
H -9.90 -6.30 -32.43  0.000
H -7.71 -7.84 -33.89  0.000
H -9.48 -8.07 -33.87  0.000
H -8.26 -10.51 -31.55  0.000
H -7.25 -10.09 -32.97  0.000
H -9.08 -10.26 -33.10  0.000
H -8.02 -4.91 -31.61  0.000
H -6.98 -5.99 -32.07  0.001
C -11.36 -10.74 -30.94  0.000
C -12.37 -9.97 -31.76  0.000
C -13.49 -10.87 -32.30  0.000
O -12.91 -11.89 -33.04  0.000
C -13.80 -12.89 -33.55  0.000
N -12.96 -8.94 -30.85  0.001
H -10.94 -11.54 -31.56  0.000
H -11.68 -11.30 -30.05  0.000
H -10.53 -10.20 -30.49  0.000
H -11.85 -9.54 -32.62  0.000
H -14.19 -10.29 -32.91  0.000
H -13.98 -11.28 -31.40  0.000
H -13.27 -13.84 -33.63  0.000
H -14.19 -12.57 -34.51  0.000
H -14.62 -12.99 -32.84  0.000
H -13.60 -8.40 -31.46  0.000
H -13.71 -9.47 -30.39  0.000

This record from the OMol25 dataset describes a molecular structure, C18H22N4O2PtS2. The level of theory is ωB97M-V/def2-TZVPD.

Summary:
Energy in eV: -53950.471
HOMO-LUMO gap (alpha / beta) in eV: 5.24 / 5.24
Charge: +4
Largest force on an atom in Eh/bohr: 0.0163

Each line ends with the natural charge from an NBO analysis.
Atoms and positions in Å:
Pt 0.34 -2.12 -0.64  0.705
O 4.40 3.42 0.28  -0.718
C 5.04 2.19 0.31  -0.181
C 4.07 1.16 -0.04  0.367
C 4.34 -0.22 -0.05  -0.299
C 3.38 -1.15 -0.38  0.258
N 2.02 -0.83 -0.57  -0.501
C 1.82 0.41 -0.69  0.597
C 2.76 1.54 -0.64  -0.429
C -0.67 0.83 -0.40  0.318
C -1.62 1.81 -0.31  -0.218
C -2.97 1.45 -0.39  0.137
C -4.02 2.51 -0.27  -0.120
O -3.38 3.69 0.13  -0.725
C -3.27 0.11 -0.59  -0.186
C -2.24 -0.81 -0.69  0.093
N -0.94 -0.48 -0.59  -0.459
H 5.02 4.14 0.46  0.538
H 5.49 1.93 1.29  0.295
H 5.89 2.11 -0.40  0.301
H 5.33 -0.59 0.22  0.314
H 3.63 -2.21 -0.43  0.284
H 2.99 2.00 -1.62  0.372
H -1.38 2.85 -0.19  0.283
H -4.79 2.17 0.43  0.235
H -4.52 2.61 -1.25  0.240
H -4.02 4.41 0.23  0.523
H -4.29 -0.23 -0.68  0.282
H -2.46 -1.85 -0.87  0.244
C 1.34 4.58 -0.78  -0.559
C 1.21 3.56 0.42  -0.548
C 1.48 2.25 -0.08  0.669
N 0.72 1.18 -0.36  -0.336
H 1.10 5.56 -0.36  0.295
H 0.63 4.36 -1.58  0.235
H 2.35 4.61 -1.17  0.244
H 0.25 3.64 0.92  0.290
H 2.01 3.82 1.13  0.332
S -0.45 -4.16 -0.92  0.052
C -1.54 -4.91 0.26  -0.045
N -2.28 -5.89 -0.14  -0.453
C -3.15 -6.53 0.87  -0.242
C -2.73 -5.96 2.24  -0.529
S -1.63 -4.53 1.90  0.489
H -2.29 -6.21 -1.11  0.464
H -3.03 -7.61 0.82  0.276
H -4.19 -6.31 0.62  0.257
H -2.16 -6.67 2.83  0.276
H -3.58 -5.63 2.83  0.283

This record from the OMol25 dataset describes 2 unconnected molecules or ions with the total composition C3H10O2S in a non-equilibrium geometry. The level of theory is ωB97M-V/def2-TZVPD.

Summary:
Energy in eV: -18201.605
HOMO-LUMO gap (alpha / beta) in eV: 2.52 / 8.66
Charge: -1
Largest force on an atom in Eh/bohr: 0.0521
<S²>: 0.751
Multiplicity: 2

Each line ends with the natural charge from an NBO analysis.
Atoms and positions in Å:
C -0.20 1.13 -1.42  -0.068
O -1.20 1.62 -0.51  -0.729
C 0.87 0.24 -0.76  -0.457
C 0.29 -1.11 -0.35  -0.627
S 1.34 -2.45 0.30  -0.467
H -0.63 0.66 -2.33  0.148
H 0.34 2.03 -1.75  0.162
H -1.85 0.91 -0.55  0.465
H 1.62 0.11 -1.54  0.199
H 1.19 0.87 0.07  0.211
H -0.24 -1.58 -1.19  0.202
H -0.46 -0.96 0.42  0.213
H 1.68 -1.99 1.51  0.002
H -0.52 0.93 2.49  0.473
H -1.05 -0.68 2.85  0.426
O -1.16 0.28 2.76  -1.153

This record from the OMol25 dataset describes a molecular structure, C2H8InO2 in a non-equilibrium geometry. The level of theory is ωB97M-V/def2-TZVPD.

Summary:
Energy in eV: -11430.488
HOMO-LUMO gap in eV: 2.62
Charge: +3
Largest force on an atom in Eh/bohr: 0.0308
Energy above the lowest of the compared OMol25 structures with the same formula, charge and spin in eV: 1.538

Each line ends with the natural charge from an NBO analysis.
Atoms and positions in Å:
In 0.05 0.09 0.01  1.358
C -3.91 0.41 0.93  -0.278
O -2.83 0.98 0.26  -0.432
H -4.86 0.47 0.38  0.294
H -3.73 -0.62 1.27  0.297
H -4.10 1.06 1.85  0.408
H -3.24 1.62 -0.39  0.564
C 3.89 -0.62 -1.06  -0.276
O 2.97 -0.39 0.00  -0.442
H 3.72 0.08 -1.88  0.262
H 4.92 -0.50 -0.66  0.346
H 3.73 -1.66 -1.46  0.344
H 3.38 -0.92 0.74  0.555

This record from the OMol25 dataset describes a molecular structure, C14H11DyI2N2O2. The level of theory is ωB97M-V/def2-TZVPD.

Summary:
Energy in eV: -62042.614
HOMO-LUMO gap (alpha / beta) in eV: 6.52 / 6.66
Charge: +2
Largest force on an atom in Eh/bohr: 0.0156
Energy above the lowest of the compared OMol25 structures with the same formula, charge and spin in eV: 0.000
<S²>: 9.358
Multiplicity: 6

Each line ends with the Löwdin spin population.
Atoms and positions in Å:
Dy 0.48 1.99 -0.32  5.055
I 3.94 -3.10 2.83  -0.001
C 2.92 -1.37 2.32  -0.001
C 3.56 -0.37 1.60  0.000
C 2.88 0.81 1.33  -0.003
I 3.56 2.17 -0.08  -0.008
C 1.58 0.99 1.81  -0.009
O 0.92 2.17 1.59  0.007
C 0.87 -0.09 2.33  -0.001
C -0.62 0.04 2.31  0.000
N -1.02 0.27 0.87  -0.013
C -0.84 -0.95 0.05  0.000
C -1.18 -0.66 -1.38  0.000
C -2.01 -1.46 -2.13  0.000
C -2.24 -1.13 -3.46  0.000
C -1.64 0.00 -3.99  0.000
C -0.84 0.77 -3.17  0.000
N -0.61 0.46 -1.89  -0.012
C 1.56 -1.25 2.63  0.000
H 4.58 -0.52 1.25  0.000
H -0.97 0.89 2.89  0.000
H -1.10 -0.86 2.69  0.000
H -2.01 0.49 0.86  0.000
H -1.42 -1.80 0.43  0.000
H 0.22 -1.24 0.12  0.000
H -2.45 -2.34 -1.69  0.000
H -2.88 -1.75 -4.07  0.000
H -1.79 0.29 -5.02  0.000
H -0.37 1.67 -3.56  0.000
H 1.03 -2.10 3.06  0.000
O -2.50 4.35 -0.06  0.000
C -1.62 3.67 -0.15  -0.013

Repeat the third record exactly.
This record from the OMol25 dataset describes a molecular structure, C18H22N4O2PtS2. The level of theory is ωB97M-V/def2-TZVPD.

Summary:
Energy in eV: -53950.471
HOMO-LUMO gap (alpha / beta) in eV: 5.24 / 5.24
Charge: +4
Largest force on an atom in Eh/bohr: 0.0163

Each line ends with the natural charge from an NBO analysis.
Atoms and positions in Å:
Pt 0.34 -2.12 -0.64  0.705
O 4.40 3.42 0.28  -0.718
C 5.04 2.19 0.31  -0.181
C 4.07 1.16 -0.04  0.367
C 4.34 -0.22 -0.05  -0.299
C 3.38 -1.15 -0.38  0.258
N 2.02 -0.83 -0.57  -0.501
C 1.82 0.41 -0.69  0.597
C 2.76 1.54 -0.64  -0.429
C -0.67 0.83 -0.40  0.318
C -1.62 1.81 -0.31  -0.218
C -2.97 1.45 -0.39  0.137
C -4.02 2.51 -0.27  -0.120
O -3.38 3.69 0.13  -0.725
C -3.27 0.11 -0.59  -0.186
C -2.24 -0.81 -0.69  0.093
N -0.94 -0.48 -0.59  -0.459
H 5.02 4.14 0.46  0.538
H 5.49 1.93 1.29  0.295
H 5.89 2.11 -0.40  0.301
H 5.33 -0.59 0.22  0.314
H 3.63 -2.21 -0.43  0.284
H 2.99 2.00 -1.62  0.372
H -1.38 2.85 -0.19  0.283
H -4.79 2.17 0.43  0.235
H -4.52 2.61 -1.25  0.240
H -4.02 4.41 0.23  0.523
H -4.29 -0.23 -0.68  0.282
H -2.46 -1.85 -0.87  0.244
C 1.34 4.58 -0.78  -0.559
C 1.21 3.56 0.42  -0.548
C 1.48 2.25 -0.08  0.669
N 0.72 1.18 -0.36  -0.336
H 1.10 5.56 -0.36  0.295
H 0.63 4.36 -1.58  0.235
H 2.35 4.61 -1.17  0.244
H 0.25 3.64 0.92  0.290
H 2.01 3.82 1.13  0.332
S -0.45 -4.16 -0.92  0.052
C -1.54 -4.91 0.26  -0.045
N -2.28 -5.89 -0.14  -0.453
C -3.15 -6.53 0.87  -0.242
C -2.73 -5.96 2.24  -0.529
S -1.63 -4.53 1.90  0.489
H -2.29 -6.21 -1.11  0.464
H -3.03 -7.61 0.82  0.276
H -4.19 -6.31 0.62  0.257
H -2.16 -6.67 2.83  0.276
H -3.58 -5.63 2.83  0.283

Which of these has the lowest energy? C18H50N4O8V2

Repeat the sixth record exactly.
This record from the OMol25 dataset describes a molecular structure, C14H11DyI2N2O2. The level of theory is ωB97M-V/def2-TZVPD.

Summary:
Energy in eV: -62042.614
HOMO-LUMO gap (alpha / beta) in eV: 6.52 / 6.66
Charge: +2
Largest force on an atom in Eh/bohr: 0.0156
Energy above the lowest of the compared OMol25 structures with the same formula, charge and spin in eV: 0.000
<S²>: 9.358
Multiplicity: 6

Each line ends with the Löwdin spin population.
Atoms and positions in Å:
Dy 0.48 1.99 -0.32  5.055
I 3.94 -3.10 2.83  -0.001
C 2.92 -1.37 2.32  -0.001
C 3.56 -0.37 1.60  0.000
C 2.88 0.81 1.33  -0.003
I 3.56 2.17 -0.08  -0.008
C 1.58 0.99 1.81  -0.009
O 0.92 2.17 1.59  0.007
C 0.87 -0.09 2.33  -0.001
C -0.62 0.04 2.31  0.000
N -1.02 0.27 0.87  -0.013
C -0.84 -0.95 0.05  0.000
C -1.18 -0.66 -1.38  0.000
C -2.01 -1.46 -2.13  0.000
C -2.24 -1.13 -3.46  0.000
C -1.64 0.00 -3.99  0.000
C -0.84 0.77 -3.17  0.000
N -0.61 0.46 -1.89  -0.012
C 1.56 -1.25 2.63  0.000
H 4.58 -0.52 1.25  0.000
H -0.97 0.89 2.89  0.000
H -1.10 -0.86 2.69  0.000
H -2.01 0.49 0.86  0.000
H -1.42 -1.80 0.43  0.000
H 0.22 -1.24 0.12  0.000
H -2.45 -2.34 -1.69  0.000
H -2.88 -1.75 -4.07  0.000
H -1.79 0.29 -5.02  0.000
H -0.37 1.67 -3.56  0.000
H 1.03 -2.10 3.06  0.000
O -2.50 4.35 -0.06  0.000
C -1.62 3.67 -0.15  -0.013

Which value of charge does entry 5 give? +3